No. 1
Here is a single C25H26FN7O2 molecule from the Open Molecules 2025 dataset. Energies are from ωB97M-V/def2-TZVPD.

```
61
Properties=species:S:1:pos:R:3:lowdin_charge:R:1
C -3.18 -1.69 2.32 -0.01
C -2.95 -0.41 1.60 -0.22
C -1.77 0.15 1.15 -0.10
C -0.40 -0.21 1.18 -0.06
N 0.51 0.53 0.64 0.10
N 0.18 1.67 0.03 -0.04
C 1.30 2.38 -0.58 -0.03
C 2.04 1.48 -1.57 -0.43
O 1.78 1.52 -2.76 0.06
N 2.99 0.65 -1.08 -0.05
C 3.45 0.52 0.28 -0.14
C 4.91 0.99 0.36 -0.12
N 5.71 0.24 -0.58 -0.07
C 6.60 -0.68 -0.18 -0.36
N 7.19 -1.43 -1.12 0.12
C 8.10 -2.29 -0.72 -0.14
C 8.45 -2.45 0.62 -0.07
C 7.78 -1.63 1.52 -0.14
N 6.86 -0.76 1.14 0.12
C 5.24 0.30 -1.94 -0.12
C 3.78 -0.14 -2.01 -0.11
C -1.09 2.21 -0.10 -0.36
O -1.27 3.29 -0.64 0.06
C -2.11 1.38 0.50 -0.03
C -3.48 1.53 0.58 -0.19
C -4.33 2.62 0.05 0.00
N -3.96 0.44 1.26 -0.02
C -5.36 0.21 1.51 -0.08
C -6.06 -0.51 0.38 -0.20
C -5.38 -1.00 -0.73 -0.02
C -6.06 -1.66 -1.74 0.01
C -7.42 -1.83 -1.62 -0.28
F -8.09 -2.47 -2.60 0.06
C -8.13 -1.35 -0.53 0.00
C -7.44 -0.69 0.47 -0.03
H -3.90 -2.32 1.79 0.08
H -3.57 -1.51 3.33 0.09
H -2.25 -2.23 2.41 0.08
H -0.04 -1.11 1.66 0.11
H 0.85 3.20 -1.15 0.13
H 1.96 2.78 0.18 0.12
H 2.82 1.08 0.96 0.10
H 3.40 -0.53 0.56 0.13
H 5.32 0.83 1.36 0.11
H 4.97 2.05 0.10 0.13
H 8.56 -2.89 -1.50 0.11
H 9.20 -3.16 0.94 0.09
H 7.97 -1.68 2.58 0.11
H 5.87 -0.34 -2.55 0.11
H 5.32 1.34 -2.29 0.13
H 3.37 0.00 -3.01 0.12
H 3.70 -1.20 -1.73 0.13
H -5.09 2.23 -0.63 0.09
H -4.83 3.15 0.86 0.09
H -3.69 3.32 -0.48 0.08
H -5.85 1.17 1.68 0.13
H -5.46 -0.38 2.43 0.13
H -4.31 -0.86 -0.81 0.12
H -5.54 -2.04 -2.60 0.12
H -9.20 -1.50 -0.48 0.12
H -7.98 -0.32 1.32 0.12
```

The energy above the lowest of the compared OMol25 structures with the same formula, charge and spin is 4.0 kcal/mol. As for the charge: 0. The value obtained for the gap between HOMO and LUMO is 8.368 eV.



No. 2
Here is a 2-piece molecular cluster, C25H26N2O5 overall from the Open Molecules 2025 dataset. Energies are from ωB97M-V/def2-TZVPD.

```
58
Properties=species:S:1:pos:R:3:lowdin_charge:R:1
C -1.02 -2.14 -0.04 -0.04
N -0.11 -1.53 0.93 0.02
C -0.27 -0.30 1.43 -0.45
O -1.23 0.40 1.10 0.08
C 0.84 0.21 2.37 -0.18
C 0.94 -0.57 3.70 -0.10
C -0.31 -0.65 4.56 -0.22
C -0.46 0.23 5.65 -0.05
C -1.61 0.16 6.46 -0.07
C -2.60 -0.80 6.20 -0.09
C -2.45 -1.69 5.12 -0.07
C -1.30 -1.61 4.31 -0.03
N 0.90 1.67 2.57 0.12
C -0.05 2.50 3.01 -0.57
C 0.31 3.96 2.98 0.00
O -1.14 2.16 3.44 0.07
H -2.05 -2.04 0.30 0.09
H -0.93 -1.63 -1.00 0.07
H -0.78 -3.20 -0.18 0.09
H 0.69 -2.07 1.22 0.13
H 1.76 -0.03 1.84 0.14
H 1.24 -1.60 3.47 0.11
H 1.75 -0.14 4.29 0.12
H 0.29 0.98 5.85 0.11
H -1.73 0.86 7.28 0.10
H -3.49 -0.84 6.82 0.09
H -3.22 -2.41 4.91 0.09
H -1.20 -2.29 3.48 0.10
H 1.74 2.12 2.26 0.14
H -0.54 4.54 3.35 0.09
H 0.53 4.26 1.95 0.07
H 1.17 4.14 3.61 0.08
O -2.70 2.27 -1.21 0.10
C -1.48 2.33 -1.26 -0.45
O -0.75 3.12 -0.44 0.11
C -0.76 1.50 -2.25 -0.08
C 0.60 1.72 -2.50 0.00
C 1.30 0.93 -3.41 -0.03
C 0.66 -0.12 -4.09 -0.17
C 1.40 -0.98 -5.02 -0.18
C 2.39 -0.45 -5.87 -0.03
C 3.09 -1.27 -6.75 -0.08
C 2.82 -2.64 -6.81 -0.09
C 1.84 -3.18 -5.98 -0.08
C 1.13 -2.36 -5.09 -0.03
C -0.70 -0.34 -3.84 0.04
C -1.41 0.45 -2.94 -0.25
O -2.72 0.17 -2.73 0.06
H -1.42 3.42 0.20 0.13
H 1.13 2.52 -1.98 0.12
H 2.36 1.11 -3.57 0.11
H 2.61 0.62 -5.85 0.11
H 3.85 -0.84 -7.41 0.10
H 3.36 -3.27 -7.50 0.10
H 1.62 -4.25 -6.02 0.10
H 0.39 -2.81 -4.45 0.11
H -1.24 -1.12 -4.36 0.13
H -3.06 0.84 -2.09 0.08
```

The energy above the lowest of the compared OMol25 structures with the same formula, charge and spin is 0.0 kcal/mol. As for the charge: 0. The value obtained for the gap between HOMO and LUMO is 8.785 eV.



No. 3
Here is a single C25H26N2O5S molecule from the Open Molecules 2025 dataset. Energies are from ωB97M-V/def2-TZVPD.

```
59
Properties=species:S:1:pos:R:3:lowdin_charge:R:1
C 9.11 0.56 -1.25 -0.05
C 7.67 0.32 -0.92 -0.27
C 6.68 1.15 -1.44 -0.04
C 5.36 0.95 -1.12 -0.03
C 4.98 -0.09 -0.26 -0.13
C 3.55 -0.26 0.05 -0.20
C 2.73 0.88 0.23 0.08
C 1.39 0.72 0.50 -0.04
C 0.57 1.96 0.64 -0.42
O 0.92 2.95 1.22 0.15
O -0.58 1.84 -0.04 -0.01
C -1.52 2.91 0.04 -0.05
C -2.85 2.38 0.59 -0.42
O -3.30 2.79 1.64 0.07
N -3.47 1.43 -0.16 -0.07
C -2.99 1.00 -1.46 -0.02
C -4.68 0.84 0.37 -0.29
C -5.91 1.21 -0.51 -0.16
C -6.91 0.08 -0.48 -0.20
S -5.79 -1.33 -0.68 0.68
O -5.24 -1.32 -2.01 -0.31
O -6.36 -2.56 -0.21 -0.31
C -4.56 -0.68 0.49 -0.14
C 0.86 -0.59 0.63 -0.08
C -0.47 -0.89 1.00 -0.02
C -0.88 -2.19 1.11 -0.07
C 0.01 -3.25 0.86 -0.07
C 1.31 -2.99 0.54 0.00
C 1.77 -1.66 0.43 -0.20
N 3.07 -1.48 0.14 0.17
C 5.96 -0.94 0.26 -0.20
C 5.62 -2.07 1.18 -0.05
C 7.29 -0.71 -0.07 0.00
H 9.51 1.37 -0.63 0.09
H 9.71 -0.33 -1.06 0.07
H 9.23 0.84 -2.29 0.08
H 6.96 1.95 -2.11 0.11
H 4.61 1.58 -1.55 0.11
H 3.15 1.87 0.18 0.13
H -1.14 3.67 0.72 0.13
H -1.65 3.33 -0.96 0.14
H -3.62 0.19 -1.82 0.07
H -3.03 1.82 -2.18 0.10
H -1.97 0.64 -1.40 0.09
H -4.81 1.28 1.37 0.15
H -5.58 1.35 -1.54 0.11
H -6.33 2.15 -0.16 0.13
H -7.63 0.12 -1.30 0.11
H -7.42 -0.03 0.47 0.11
H -4.84 -1.05 1.47 0.11
H -3.57 -1.05 0.22 0.09
H -1.16 -0.08 1.21 0.11
H -1.90 -2.41 1.40 0.10
H -0.35 -4.26 0.95 0.11
H 2.02 -3.79 0.36 0.11
H 6.52 -2.44 1.67 0.08
H 5.17 -2.88 0.61 0.08
H 4.90 -1.76 1.93 0.08
H 8.05 -1.35 0.34 0.12
```

The energy above the lowest of the compared OMol25 structures with the same formula, charge and spin is 13.6 kcal/mol. As for the charge: 0. The value obtained for the gap between HOMO and LUMO is 8.188 eV.



No. 4
Here is a single C25H26N4O3S molecule from the Open Molecules 2025 dataset. Energies are from ωB97M-V/def2-TZVPD.

```
59
Properties=species:S:1:pos:R:3:lowdin_charge:R:1
C 1.98 5.98 -0.92 -0.12
C 2.93 5.13 -0.08 -0.27
C 2.18 4.18 0.83 -0.22
C 3.12 3.31 1.66 -0.19
C 2.38 2.45 2.68 -0.17
N 1.44 1.54 2.06 0.01
C 1.85 0.39 1.46 -0.55
S 3.55 -0.03 1.57 1.03
C 3.52 -1.67 0.78 -0.39
C 2.60 -2.63 1.48 -0.31
C 1.74 -3.44 0.74 -0.05
C 0.91 -4.31 1.42 -0.15
N 0.88 -4.42 2.74 0.06
C 1.71 -3.65 3.44 -0.14
C 2.58 -2.75 2.86 -0.04
N 1.09 -0.44 0.83 0.11
C -0.25 -0.19 0.78 -0.19
C -1.09 -1.09 0.12 0.05
C -2.45 -0.86 0.08 -0.11
C -3.40 -1.80 -0.59 -0.45
O -4.54 -1.95 -0.20 0.08
N -2.89 -2.48 -1.64 0.08
C -3.71 -3.36 -2.45 -0.09
C -4.05 -2.76 -3.77 -0.26
C -5.06 -1.93 -4.15 -0.02
C -4.85 -1.64 -5.52 -0.06
C -3.71 -2.30 -5.87 -0.13
O -3.22 -2.98 -4.82 0.04
C -2.99 0.28 0.70 0.00
C -2.18 1.17 1.34 0.02
C -0.80 0.96 1.39 -0.06
C 0.08 1.90 2.07 -0.36
O -0.28 2.91 2.63 0.09
H 1.34 6.57 -0.27 0.07
H 2.54 6.66 -1.56 0.07
H 1.36 5.35 -1.54 0.07
H 3.59 4.56 -0.75 0.11
H 3.57 5.78 0.52 0.11
H 1.53 3.53 0.22 0.12
H 1.53 4.75 1.50 0.12
H 3.72 2.68 1.01 0.08
H 3.81 3.96 2.22 0.12
H 1.80 3.08 3.35 0.13
H 3.10 1.86 3.27 0.10
H 4.55 -2.01 0.84 0.09
H 3.23 -1.53 -0.26 0.08
H 1.72 -3.38 -0.34 0.11
H 0.22 -4.95 0.89 0.10
H 1.66 -3.77 4.51 0.10
H 3.23 -2.14 3.47 0.10
H -0.64 -1.98 -0.30 0.11
H -1.99 -2.21 -2.01 0.14
H -3.17 -4.30 -2.61 0.13
H -4.62 -3.55 -1.88 0.13
H -5.86 -1.58 -3.53 0.11
H -5.45 -1.02 -6.15 0.10
H -3.18 -2.38 -6.79 0.12
H -4.06 0.41 0.67 0.12
H -2.57 2.05 1.83 0.12
```

The energy above the lowest of the compared OMol25 structures with the same formula, charge and spin is 11.9 kcal/mol. As for the charge: 0. The value obtained for the gap between HOMO and LUMO is 8.655 eV.



No. 5
Here is a single C25H26N4O4S molecule from the Open Molecules 2025 dataset. Energies are from ωB97M-V/def2-TZVPD.

```
60
Properties=species:S:1:pos:R:3:lowdin_charge:R:1
O 3.82 3.43 2.11 0.06
N 3.57 2.88 1.05 -0.36
O 4.43 2.60 0.22 0.05
C 2.22 2.61 0.72 -0.11
C 1.28 3.52 1.24 0.00
C -0.01 3.55 0.80 -0.02
C -0.43 2.66 -0.21 -0.21
N -1.69 2.78 -0.75 -0.09
C -2.84 3.07 0.09 -0.12
C -3.51 1.76 0.53 -0.17
N -3.88 1.00 -0.63 -0.23
S -4.99 -0.22 -0.40 0.67
O -5.26 -0.79 -1.69 -0.28
O -6.06 0.33 0.37 -0.28
C -4.11 -1.42 0.60 -0.27
C -3.33 -2.38 -0.02 -0.07
C -2.58 -3.25 0.75 -0.06
C -2.62 -3.16 2.13 -0.07
C -3.41 -2.20 2.75 -0.06
C -4.16 -1.32 1.98 -0.06
C -2.76 0.69 -1.49 -0.17
C -2.10 2.01 -1.90 -0.13
C 0.48 1.71 -0.66 0.05
C 1.80 1.62 -0.20 -0.14
N 2.59 0.58 -0.58 -0.05
C 2.29 -0.17 -1.78 -0.15
C 3.51 -0.97 -2.24 -0.10
C 3.86 -1.93 -1.15 -0.19
C 4.12 -3.28 -1.35 -0.03
C 4.39 -4.10 -0.27 -0.09
C 4.38 -3.58 1.02 -0.09
C 4.11 -2.24 1.22 -0.03
C 3.85 -1.41 0.14 -0.15
C 3.64 0.07 0.29 -0.09
H 1.64 4.24 1.96 0.12
H -0.67 4.31 1.18 0.10
H -2.54 3.64 0.97 0.11
H -3.55 3.66 -0.50 0.13
H -4.43 1.96 1.09 0.12
H -2.81 1.20 1.18 0.13
H -3.34 -2.44 -1.10 0.11
H -1.98 -4.01 0.27 0.11
H -2.04 -3.84 2.73 0.11
H -3.44 -2.13 3.82 0.11
H -4.79 -0.57 2.42 0.11
H -3.15 0.16 -2.35 0.12
H -2.02 0.05 -0.97 0.12
H -1.26 1.85 -2.57 0.12
H -2.85 2.61 -2.44 0.13
H 0.15 0.96 -1.36 0.08
H 1.99 0.53 -2.56 0.13
H 1.47 -0.89 -1.60 0.13
H 3.29 -1.48 -3.17 0.12
H 4.34 -0.27 -2.40 0.13
H 4.12 -3.68 -2.35 0.11
H 4.60 -5.15 -0.42 0.10
H 4.59 -4.22 1.86 0.10
H 4.11 -1.83 2.22 0.11
H 4.59 0.57 0.07 0.13
H 3.38 0.30 1.33 0.14
```

The energy above the lowest of the compared OMol25 structures with the same formula, charge and spin is 122.8 kcal/mol. As for the charge: 0. The value obtained for the gap between HOMO and LUMO is 8.148 eV.



No. 6
Here is C25H26N5O3Pd as an isolated structure from the Open Molecules 2025 dataset. Energies are from ωB97M-V/def2-TZVPD.

```
60
Properties=species:S:1:pos:R:3:lowdin_charge:R:1
Pd 0.15 0.31 -0.33 1.16
C 2.83 -0.58 -2.10 0.01
C 3.17 -0.51 -0.65 -0.24
C 4.53 -0.60 -0.21 0.11
C 4.84 -0.52 1.13 0.03
C 3.81 -0.39 2.04 0.09
C 2.48 -0.33 1.56 -0.15
N 2.20 -0.37 0.23 0.06
C 1.34 -0.29 2.43 -0.14
C 1.39 -0.49 3.83 0.11
C 0.19 -0.61 4.53 0.04
C -1.00 -0.57 3.84 0.11
C -0.99 -0.34 2.43 -0.14
N 0.16 -0.16 1.81 0.07
C -2.16 -0.39 1.56 -0.20
C -3.45 -0.55 2.04 0.05
C -4.49 -0.66 1.11 0.03
C -4.20 -0.61 -0.23 0.06
C -2.87 -0.43 -0.66 -0.27
C -2.52 -0.37 -2.12 0.00
N -1.89 -0.32 0.23 0.05
H 3.69 -0.83 -2.71 0.11
H 2.47 0.40 -2.43 0.09
H 2.05 -1.32 -2.26 0.10
H 5.32 -0.73 -0.94 0.15
H 5.87 -0.56 1.47 0.15
H 4.02 -0.33 3.10 0.14
H 2.33 -0.59 4.35 0.14
H 0.20 -0.78 5.60 0.15
H -1.94 -0.72 4.36 0.14
H -3.66 -0.60 3.09 0.13
H -5.51 -0.79 1.45 0.14
H -4.98 -0.71 -0.97 0.14
H -3.38 -0.11 -2.72 0.10
H -2.17 -1.35 -2.45 0.11
H -1.74 0.37 -2.31 0.07
C -2.63 5.00 -1.58 -0.05
C -2.52 5.55 -0.16 -0.15
C -1.33 5.03 0.65 -0.23
C -1.29 5.56 2.08 -0.15
C -0.13 5.01 2.92 -0.05
C -0.03 5.37 -0.08 -0.38
O 0.29 6.52 -0.15 0.22
N 0.75 4.36 -0.64 0.26
C 0.47 3.05 -0.51 -0.49
O 1.22 2.17 -0.99 -0.03
N -0.62 2.60 0.17 0.16
C -1.51 3.39 0.74 -0.36
O -2.50 3.07 1.35 0.27
H -3.54 5.37 -2.05 0.10
H -2.69 3.90 -1.59 0.07
H -1.80 5.31 -2.21 0.09
H -3.43 5.38 0.41 0.14
H -2.37 6.64 -0.20 0.15
H -2.25 5.35 2.55 0.13
H -1.20 6.64 1.99 0.15
H -0.11 3.92 2.93 0.07
H -0.23 5.35 3.95 0.10
H 0.84 5.37 2.55 0.09
H 1.58 4.63 -1.15 0.20
```

As for the charge: +3. The spin multiplicity is 5. The expectation value of S² is 6.064. The value obtained for the gap between HOMO and LUMO (spin up / spin down) is 8.146 / 4.615 eV.



Number 1: electronic energy -1601.94464 hartree. Number 2: electronic energy -1454.03986 hartree. Number 3: electronic energy -1852.19116 hartree. Number 4: electronic energy -1811.24107 hartree. Number 5: electronic energy -1886.33277 hartree. Number 6: electronic energy -1594.59887 hartree.